Computed, not measured: the molecule C4H11N3 in a non-equilibrium geometry, with wB97M-V/def2-TZVPD.

```
! wB97M-V def2-TZVPD RIJCOSX def2/J DEFGRID3
* xyz 0 1
H -3.37412 -0.88185 -2.00949
N -3.32951 -1.29729 -1.09418
C -2.27308 -1.41580 -0.44772
N -1.02240 -0.78273 -0.82392
C -0.66781 0.08506 0.30820
C 0.41176 1.11634 0.00327
C 1.83270 0.49555 -0.01832
N 2.39639 0.33678 1.32891
H -2.07562 -2.13971 0.33358
H -0.28992 -1.41864 -1.11599
H -0.42078 -0.47060 1.22029
H -1.53481 0.71572 0.54800
H 0.23437 1.51839 -0.99336
H 0.41259 1.95996 0.70191
H 1.83011 -0.47570 -0.50606
H 2.42275 1.15193 -0.68054
H 3.40163 0.39054 1.36683
H 2.04576 1.11208 1.87862
*
```

Results
- SMILES = [H]/N=C\NCCCN
- E_tot (eV) = -8795.3496
- energy relative to the best compared isomer or geometry (same formula, charge and spin) (kcal per mole) = 52.3

Computed, not measured: a structure of composition C3H11N5 in a non-equilibrium geometry, with wB97M-V/def2-TZVPD.

```
! wB97M-V def2-TZVPD RIJCOSX def2/J DEFGRID3
* xyz 0 1
C -0.72212 -0.27823 1.62733
N -1.56922 0.74305 -0.38533
C -0.67372 -0.17266 0.12850
N -1.71258 0.99020 -1.76074
N -0.33541 -1.26988 -0.55516
H -1.74730 1.56112 0.17681
H -2.27267 0.25731 -2.18401
H -0.80987 1.05392 -2.22750
H -0.54760 -1.22296 -1.54651
H 0.04505 -0.96654 1.97795
H -0.51904 0.68819 2.08688
H -1.71269 -0.62497 1.93417
N 1.26221 0.88585 0.02854
C 2.32850 -1.14328 0.17953
N 2.28740 0.02851 0.67299
H 1.44569 0.94005 -0.97479
H 1.31078 1.80769 0.45054
H 0.95203 -1.51151 -0.41429
H 2.99056 -1.76586 0.78510
*
```

Results
- E_tot (eV) = -10735.4549
- energy relative to the best compared isomer or geometry (same formula, charge and spin) (kcal per mole) = 103.5

Computed, not measured: a structure of composition C19H13ClCo2NO7 in a non-equilibrium geometry, with wB97M-V/def2-TZVPD.

```
! wB97M-V def2-TZVPD RIJCOSX def2/J DEFGRID3
* xyz -1 1
C -1.49182 4.82516 -0.61633
C -0.88573 3.45425 -0.44092
N 0.45604 3.39721 -0.75652
C 1.22167 2.22828 -0.82035
C 2.38664 2.32822 -1.75065
C 3.42958 1.38435 -1.70662
C 4.52528 1.45777 -2.58061
C 4.61146 2.51486 -3.50017
Cl 5.93691 2.61874 -4.58316
C 3.60190 3.48954 -3.54642
C 2.50292 3.38504 -2.68271
C 0.94336 1.15074 -0.03694
O -1.54385 2.49116 -0.07803
H -0.77044 5.63819 -0.48512
H -1.92990 4.89571 -1.62004
H -2.29706 4.92647 0.11379
H 0.85780 4.27310 -1.06655
H 3.37831 0.57669 -0.97929
H 5.30943 0.70356 -2.57007
H 3.66368 4.30447 -4.26449
H 1.71959 4.13696 -2.78593
H 1.60530 0.29500 -0.06179
H 0.07710 1.17561 0.60213
O -2.69455 -0.79633 4.79169
C -2.55454 -1.77353 4.17621
Co -2.40003 -3.29428 3.27753
C -0.69405 -3.60525 3.67374
O 0.39053 -3.81977 4.01982
C -3.31838 -4.31054 4.36403
O -3.92584 -4.96497 5.09772
C -2.76016 -2.50438 1.50288
C -1.75377 -2.11060 0.61678
C -1.09794 -1.07135 0.06686
Co -1.91695 -3.89474 0.79699
C -0.16591 -4.19735 0.85029
O 0.89849 -4.62838 0.91148
C -2.19897 -4.50851 -0.92231
O -2.42267 -4.88904 -1.99377
C -2.46221 -5.38682 1.80822
O -2.81825 -6.46400 2.04727
H -3.79725 -2.17160 1.45844
H -0.22416 -1.22786 -0.57607
H -1.39155 -0.03180 0.24899
*
```

Results
- E_tot (eV) = -123511.3313

Record order is preserved below.
Kohn-Sham gap: 10.3, 8.0, 6.1 eV
Record order is preserved below.
LUMO: 1.09, 0.74, 2.01 eV